Density functional theory data (ωB97M-V with the def2-TZVPD basis set) for C9H4Cl2ErLaN2O3 as an isolated structure in a non-equilibrium geometry.

The calculation puts the LUMO energy (alpha / beta) at -0.6323 / -0.6276 hartree. Its spin multiplicity is 4. The HOMO energy (alpha / beta) comes out at -22.4 / -22.4 eV. As for the total charge: +4. For the HOMO-LUMO gap (alpha / beta), the calculation gives 5.166 / 5.295 eV. As for the expectation value of S²: 3.75. The calculation puts the calculated total energy at -2645.91099 Ha. Its relative energy (zero: lowest compared OMol25 entry of this formula, charge and spin) is 1.065 eV.

Each line ends with the Löwdin charge.
Atoms and positions in Å:
Er -3.630 2.048 0.131  1.027
La -1.035 -0.020 0.320  1.808
Cl -1.430 2.721 1.473  0.001
Cl -2.846 1.070 -2.117  0.034
C -1.080 -1.892 -1.214  -0.097
C -4.643 2.167 2.304  -0.011
C -5.760 1.117 -0.285  -0.001
O -1.000 -2.835 -1.863  0.261
O -5.080 2.441 3.351  0.260
O -6.821 0.808 -0.664  0.268
N 5.619 -2.255 -1.142  0.315
C 4.688 -1.671 -0.749  -0.086
C 3.510 -0.983 -0.299  -0.116
C 2.626 -1.656 0.544  0.079
C 1.430 -1.027 0.883  -0.177
N 1.211 0.278 0.480  -0.229
C 2.023 0.895 -0.457  -0.024
C 3.216 0.293 -0.808  0.094
H 2.820 -2.655 0.916  0.165
H 0.637 -1.517 1.498  0.112
H 1.649 1.848 -0.830  0.147
H 3.896 0.824 -1.472  0.171